The following is a quantum chemistry calculation of an isolated ion of composition C29H38BrN2 and charge +1 at a distorted geometry, from OMol25.

Calculated values
SMILES: Cc1cc(C)c([C@H](C)C[C@@H](c2c(C)cc(C)cc2C)[n+]2ccc(N(C)C)c(Br)c2)c(C)c1
E: -3811.12286 Ha
LUMO: -3.58 eV
HOMO-LUMO gap: 7.4 eV
Total charge: +1
Largest force on an atom: 4.12 eV/A
HOMO energy: -10.97 eV

Positions of all 70 atoms, in Å:
C1 1.86 -0.39 5.41
C2 1.90 0.23 4.05
C3 1.14 1.36 3.73
C4 1.17 1.93 2.45
C5 0.45 3.25 2.27
C6 1.87 1.24 1.43
C7 1.88 1.67 -0.03
C8 2.76 2.93 -0.14
C9 0.49 1.74 -0.68
C10 -0.45 0.54 -0.40
C11 -1.96 0.98 -0.45
C12 -2.91 0.03 0.03
C13 -2.52 -1.29 0.63
C14 -4.29 0.27 -0.02
C15 -4.81 1.49 -0.44
C16 -6.28 1.74 -0.50
C17 -3.89 2.48 -0.78
C18 -2.50 2.27 -0.78
C19 -1.81 3.59 -1.11
N1 -0.04 -0.62 -1.15
C20 0.53 -1.64 -0.45
C21 0.85 -2.86 -1.01
C22 0.88 -3.09 -2.41
N2 1.15 -4.34 -2.95
C23 1.87 -4.61 -4.22
C24 0.88 -5.57 -2.22
C25 0.43 -1.93 -3.15
Br1 -0.06 -2.20 -5.01
C26 0.07 -0.73 -2.54
C27 2.74 0.19 1.78
C28 3.65 -0.44 0.75
C29 2.75 -0.30 3.08
H1 2.27 -1.41 5.35
H2 2.47 0.17 6.13
H3 0.84 -0.45 5.81
H4 0.54 1.84 4.50
H5 1.00 3.98 1.67
H6 -0.56 3.13 1.85
H7 0.31 3.71 3.26
H8 2.39 0.90 -0.62
H9 3.78 2.67 0.20
H10 2.82 3.31 -1.17
H11 2.41 3.73 0.51
H12 0.03 2.67 -0.33
H13 0.57 1.76 -1.77
H14 -0.31 0.40 0.69
H15 -3.41 -1.71 1.13
H16 -2.21 -2.01 -0.14
H17 -1.73 -1.22 1.39
H18 -4.96 -0.53 0.31
H19 -6.50 2.82 -0.60
H20 -6.74 1.23 -1.36
H21 -6.78 1.36 0.40
H22 -4.24 3.48 -1.02
H23 -2.50 4.18 -1.71
H24 -1.63 4.21 -0.21
H25 -0.89 3.53 -1.71
H26 0.67 -1.43 0.62
H27 1.05 -3.65 -0.28
H28 1.97 -3.68 -4.81
H29 2.87 -5.04 -4.00
H30 1.30 -5.37 -4.79
H31 0.10 -5.43 -1.47
H32 0.54 -6.33 -2.94
H33 1.78 -5.97 -1.74
H34 -0.15 0.17 -3.11
H35 4.30 -1.17 1.24
H36 3.09 -0.98 -0.03
H37 4.29 0.31 0.26
H38 3.40 -1.13 3.33

Charge distribution, Löwdin scheme, values in e: -0.0517, -0.2677, -0.0012, -0.1878, -0.0271, -0.1444, -0.3071, -0.0262, -0.1046, -0.2048, -0.0362, -0.2084, -0.0418, -0.0093, -0.2577, -0.0441, -0.0189, -0.1682, -0.0639, 0.0123, -0.0266, 0.0314, -0.2121, -0.1792, -0.0781, -0.0481, -0.4892, 0.8323, -0.0138, -0.2208, -0.0395, -0.0098, 0.0783, 0.0914, 0.0845, 0.1264, 0.0693, 0.0808, 0.0880, 0.1088, 0.0917, 0.0889, 0.0658, 0.0752, 0.1200, 0.1405, 0.0833, 0.0800, 0.0856, 0.1230, 0.0825, 0.0922, 0.0888, 0.1193, 0.0802, 0.0961, 0.0695, 0.1469, 0.1287, 0.0275, 0.1067, 0.0989, 0.0947, 0.0994, 0.1048, 0.1393, 0.0846, 0.0625, 0.0888, 0.1192



The following is a quantum chemistry calculation of a 5-piece molecular cluster, C30H45Cl2F12N2O11P overall, from OMol25.

Calculated values
SMILES: CC(=O)OCCCCC[C@H]1[C@H](CCCCl)C(=O)N[C@@]1(Cl)[PH2]=N.CCOC(=O)C(F)(F)F.CCOC(=O)C(F)(F)F.CCOC(=O)C(F)(F)F.CCOC(=O)C(F)(F)F
E: -4567.47982 Ha
LUMO: 0.40 eV
HOMO-LUMO gap: 10.0 eV
Largest force on an atom: 0.89 eV/A
HOMO energy: -9.65 eV

Positions of all 103 atoms, in Å:
C1 -0.11 3.03 0.73
C2 -1.39 2.35 1.12
O1 -1.99 2.55 2.15
O2 -1.86 1.49 0.16
C3 -1.55 0.11 0.45
C4 -1.26 -0.66 -0.85
C5 0.07 -1.40 -0.83
C6 1.28 -0.48 -0.62
C7 2.63 -1.19 -0.85
C8 3.76 -0.67 0.01
C9 3.97 0.85 0.02
C10 4.30 1.51 -1.31
C11 4.28 3.05 -1.23
C12 3.58 3.72 -2.41
Cl1 2.03 4.48 -1.94
C13 5.02 0.95 1.10
O3 5.97 1.68 1.16
N1 4.70 -0.02 2.12
C14 3.88 -1.04 1.51
Cl2 4.76 -2.66 1.59
P1 2.37 -1.29 2.55
N2 2.05 -0.01 3.41
H1 0.42 3.34 1.63
H2 0.51 2.37 0.13
H3 -0.33 3.90 0.11
H4 -0.70 0.07 1.13
H5 -2.40 -0.33 0.97
H6 -1.31 0.02 -1.70
H7 -2.06 -1.39 -0.99
H8 0.20 -1.88 -1.81
H9 0.07 -2.21 -0.10
H10 1.25 0.00 0.35
H11 1.19 0.33 -1.36
H12 2.53 -2.28 -0.75
H13 2.91 -1.02 -1.89
H14 4.69 -1.09 -0.41
H15 3.10 1.33 0.50
H16 3.57 1.17 -2.05
H17 5.29 1.18 -1.62
H18 5.31 3.42 -1.18
H19 3.80 3.38 -0.31
H20 4.19 4.52 -2.83
H21 3.35 3.01 -3.21
H22 4.19 0.48 2.85
H23 2.59 -2.48 3.26
H24 1.37 -1.62 1.63
H25 2.08 -0.24 4.40
C15 9.70 -3.57 -2.63
C16 8.67 -3.33 -1.55
O4 7.37 -3.07 -2.13
C17 6.66 -4.13 -2.48
O5 6.98 -5.28 -2.39
C18 5.29 -3.68 -3.00
F1 5.40 -2.64 -3.84
F2 4.54 -3.29 -1.96
F3 4.66 -4.66 -3.63
H26 9.73 -2.73 -3.33
H27 10.69 -3.69 -2.18
H28 9.47 -4.47 -3.20
H29 8.90 -2.44 -0.98
H30 8.60 -4.18 -0.87
C19 -7.12 -2.68 -2.33
C20 -6.88 -3.96 -1.57
O6 -5.63 -4.58 -1.96
C21 -4.54 -4.08 -1.39
O7 -4.47 -3.18 -0.61
C22 -3.30 -4.86 -1.87
F4 -3.32 -5.07 -3.19
F5 -3.25 -6.05 -1.26
F6 -2.21 -4.18 -1.56
H31 -7.08 -2.86 -3.41
H32 -8.10 -2.28 -2.09
H33 -6.37 -1.93 -2.09
H34 -7.64 -4.71 -1.80
H35 -6.88 -3.79 -0.49
C23 0.21 4.71 4.25
C24 -0.08 3.29 4.69
O8 0.61 2.97 5.92
C25 0.02 3.37 7.03
O9 -1.01 3.96 7.14
C26 0.86 2.92 8.25
F7 2.16 3.16 8.06
F8 0.70 1.60 8.44
F9 0.47 3.56 9.34
H36 1.28 4.87 4.17
H37 -0.25 4.89 3.28
H38 -0.19 5.42 4.97
H39 0.31 2.57 3.97
H40 -1.14 3.11 4.81
C27 -9.11 3.52 -3.22
C28 -8.05 2.72 -2.51
O10 -8.63 1.87 -1.50
C29 -9.13 0.72 -1.92
O11 -9.15 0.30 -3.04
C30 -9.66 -0.09 -0.71
F10 -10.37 0.68 0.11
F11 -8.63 -0.60 -0.04
F12 -10.43 -1.09 -1.13
H41 -9.70 4.09 -2.51
H42 -8.64 4.21 -3.92
H43 -9.78 2.87 -3.78
H44 -7.36 3.36 -1.96
H45 -7.47 2.11 -3.20

Results of the Löwdin charge analysis, in e, for atoms 1 through 99: 0.0193, -0.5109, 0.1299, -0.0378, -0.1550, -0.1535, -0.2126, -0.2288, -0.1638, -0.3175, -0.2162, -0.1296, -0.2407, -0.5700, 0.5490, -0.3900, 0.1362, 0.0354, -0.8515, 0.6018, 0.7657, -0.2861, 0.0726, 0.0609, 0.0861, 0.1124, 0.1308, 0.1239, 0.0971, 0.1217, 0.1087, 0.0634, 0.1233, 0.1125, 0.1154, 0.1217, 0.1574, 0.1066, 0.1323, 0.1123, 0.0942, 0.0659, 0.0637, 0.1069, -0.0019, -0.0016, -0.0214, -0.0583, -0.1885, 0.0278, -0.4076, 0.1769, -0.5466, 0.1668, 0.1482, 0.1844, 0.0837, 0.0836, 0.0793, 0.1265, 0.1263, -0.0511, -0.1797, 0.0396, -0.4084, 0.1635, -0.5533, 0.1730, 0.1722, 0.1637, 0.0897, 0.0619, 0.0834, 0.1274, 0.1269, -0.0557, -0.1966, 0.0332, -0.4099, 0.1724, -0.5545, 0.1669, 0.1637, 0.1741, 0.0855, 0.0711, 0.0800, 0.1018, 0.1237, -0.0581, -0.1885, 0.0374, -0.4109, 0.1650, -0.5597, 0.1767, 0.1646, 0.1700, 0.0843



The following is a quantum chemistry calculation of C20H36MnN2O2S3 as an isolated structure, from OMol25.

Calculated values
E: -3388.73290 Ha
LUMO (spin up / spin down): -5.29 / -5.87 eV
HOMO-LUMO gap (spin up / spin down): 9.0 / 8.5 eV
Total charge: +2
Expectation value of S²: 0.78
Largest force on an atom: 0.82 eV/A
Multiplicity: 2
HOMO energy (spin up / spin down): -14.27 / -14.38 eV

Positions of all 64 atoms, in Å:
Mn1 0.16 0.00 0.29
C1 3.09 -1.16 1.70
C2 1.74 -0.52 1.81
C3 1.57 0.88 1.86
C4 2.78 1.77 1.89
C5 0.28 1.43 1.98
C6 0.12 2.93 2.05
C7 -0.85 0.59 2.22
C8 -2.20 1.23 2.46
C9 -0.67 -0.80 2.25
C10 -1.77 -1.76 2.60
C11 0.61 -1.36 1.93
C12 0.77 -2.85 1.83
H1 3.20 -1.76 0.79
H2 3.24 -1.85 2.54
H3 3.90 -0.44 1.73
H4 3.26 1.67 2.87
H5 2.55 2.82 1.73
H6 3.53 1.49 1.14
H7 0.58 3.43 1.19
H8 0.62 3.31 2.94
H9 -0.92 3.24 2.11
H10 -2.17 1.81 3.38
H11 -2.99 0.50 2.55
H12 -2.47 1.89 1.64
H13 -2.10 -2.33 1.74
H14 -2.62 -1.27 3.05
H15 -1.39 -2.48 3.33
H16 0.99 -3.27 2.82
H17 1.58 -3.13 1.16
H18 -0.14 -3.32 1.47
C13 2.85 1.68 -2.20
C14 3.04 0.23 -1.76
S1 1.62 -0.83 -1.39
C15 0.61 -0.77 -2.89
C16 -0.19 0.51 -3.07
S2 -1.02 1.09 -1.55
C17 -0.84 2.89 -1.72
C18 0.56 3.40 -2.07
S3 1.89 2.70 -1.05
H19 2.42 1.74 -3.20
H20 3.84 2.11 -2.28
H21 3.64 0.18 -0.85
H22 3.61 -0.30 -2.53
H23 -0.03 -1.64 -2.81
H24 1.26 -0.93 -3.75
H25 -0.95 0.36 -3.84
H26 0.45 1.31 -3.41
H27 -1.16 3.28 -0.75
H28 -1.56 3.24 -2.46
H29 0.57 4.48 -1.91
H30 0.79 3.26 -3.12
C19 -2.85 -3.99 -2.21
O1 -1.76 -3.20 -1.70
C20 -1.96 -2.12 -0.98
O2 -0.95 -1.56 -0.53
N1 -3.23 -1.71 -0.79
N2 -3.52 -0.58 -0.03
H31 -2.39 -4.83 -2.72
H32 -3.44 -3.42 -2.93
H33 -3.47 -4.36 -1.39
H34 -3.98 -2.22 -1.23
H35 -4.16 -0.84 0.71
H36 -3.96 0.11 -0.62

Charge distribution, Löwdin scheme, values in e: 0.3534, -0.0063, -0.2217, -0.2123, -0.0386, -0.2185, -0.0109, -0.1949, -0.0138, -0.1806, 0.0036, -0.2416, -0.0017, 0.0791, 0.1145, 0.0827, 0.1221, 0.0603, 0.0723, 0.0547, 0.1173, 0.0774, 0.1134, 0.0604, 0.0890, 0.0823, 0.0813, 0.1088, 0.1189, 0.0890, 0.0842, -0.4669, -0.4396, 0.9917, -0.4260, -0.4152, 0.9482, -0.4527, -0.4822, 0.9390, 0.0763, 0.0909, 0.0683, 0.0995, 0.0659, 0.1092, 0.1013, 0.0481, 0.0731, 0.0954, 0.0895, 0.0786, -0.0015, 0.0135, -0.5411, -0.0872, 0.0421, 0.0785, 0.1106, 0.1066, 0.1087, 0.1443, 0.1082, 0.1009



The following is a quantum chemistry calculation of C2H8KO2 as an isolated structure at a distorted geometry, from OMol25.

Calculated values
E: -831.31693 Ha
LUMO (spin up / spin down): 0.27 / 0.28 eV
HOMO-LUMO gap (spin up / spin down): 3.4 / 11.3 eV
Expectation value of S²: 0.75
Largest force on an atom: 2.30 eV/A
Multiplicity: 2
HOMO energy (spin up / spin down): -3.08 / -11.07 eV

Positions of all 13 atoms, in Å:
K1 1.10 -2.26 -0.55
C1 0.34 -0.45 2.75
O1 0.04 -0.50 1.36
H1 0.98 0.42 2.90
H2 -0.55 -0.20 3.32
H3 0.78 -1.37 3.12
H4 -0.44 0.29 1.09
C2 -0.75 0.75 -2.22
O2 0.59 0.17 -2.21
H5 -0.62 1.72 -2.70
H6 -1.61 0.21 -2.61
H7 -0.86 0.99 -1.16
H8 1.01 0.22 -3.07

Charge distribution, Löwdin scheme, values in e: 0.1562, -0.1520, -0.2361, 0.0773, 0.0766, 0.0805, 0.0648, -0.1253, -0.2238, 0.0777, 0.0787, 0.0594, 0.0660